Computed, not measured: C3H3GdO3 as an isolated structure, with wB97M-V/def2-TZVPD.

LUMO (spin up / spin down), eV: -5.12 / -5.93
Total charge: +1
Spin multiplicity: 9
ΔE to the lowest compared entry with this formula, charge and spin, kcal/mol: 0.00

Structure (XYZ):
```
10
Properties=species:S:1:pos:R:3:mulliken_charge:R:1
C -2.9083 -1.3994 -0.0886 -0.69
C -2.5074 -0.1259 -0.2110 0.06
O -1.3092 0.2896 -0.6335 -0.43
Gd 0.4994 1.7686 0.0750 1.05
H -2.2313 -2.2336 -0.2796 0.23
H -3.9623 -1.6083 0.0945 0.25
H -3.1763 0.6921 0.0935 0.31
O 0.1625 1.4648 -2.4671 -0.56
C -0.8461 0.8873 -2.7739 1.04
O -1.6958 0.7319 -3.5640 -0.26
```

=====

Computed, not measured: a 2-piece molecular cluster, C9H14 overall, with wB97M-V/def2-TZVPD.

LUMO, eV: 1.03
SMILES: Cc1ccccc1.CC
Total charge: 0
ΔE to the lowest compared entry with this formula, charge and spin, kcal/mol: 11.68

Structure (XYZ):
```
23
Properties=species:S:1:pos:R:3:mulliken_charge:R:1
C -0.5944 2.2324 -0.5031 -1.56
C -0.3265 0.7843 -0.8892 1.11
C -1.2298 0.1447 -1.7554 -0.61
C -1.0937 -1.1894 -2.0158 -0.34
C 0.0054 -1.9469 -1.5249 -0.64
C 0.9217 -1.2570 -0.7529 -0.35
C 0.7733 0.0991 -0.4513 -0.54
H 0.3410 2.7682 -0.3643 0.35
H -1.1828 2.3042 0.4107 0.26
H -1.1376 2.6815 -1.3329 0.48
H -2.0584 0.7486 -2.1017 0.33
H -1.7573 -1.7585 -2.6584 0.33
H 0.0369 -3.0155 -1.6499 0.38
H 1.7134 -1.8079 -0.2651 0.36
H 1.5281 0.6256 0.1181 0.43
C 0.6672 -0.5008 3.0520 -0.85
C 0.6462 1.0042 3.0834 -0.61
H 0.2526 -1.0137 2.1807 0.24
H 1.5901 -1.0066 3.3415 0.31
H -0.0121 -0.9464 3.7982 0.32
H 0.2666 1.5060 2.1959 -0.01
H -0.0027 1.3312 3.8989 0.34
H 1.6238 1.4406 3.2812 0.27
```

=====

Computed, not measured: CH2NO4 as an isolated structure, with wB97M-V/def2-TZVPD.

LUMO (spin up / spin down), eV: 4.44 / 4.44
Total charge: -1
ΔE to the lowest compared entry with this formula, charge and spin, kcal/mol: 7.07

Structure (XYZ):
```
8
Properties=species:S:1:pos:R:3:mulliken_charge:R:1
C 0.1949 0.1602 -1.9311 0.62
N 0.4259 -0.1636 0.7113 -0.08
O 0.9139 0.4400 -0.8690 -0.45
O 0.6206 0.3434 -3.0169 -0.61
O -1.0134 -0.4259 -1.7475 -0.53
O -0.8013 0.2862 0.8294 -0.63
H 0.9185 0.4921 1.3104 0.21
H -1.0880 -0.3839 -0.6665 0.47
```

=====

Computed, not measured: C3H22F9O20S3Zn as an isolated structure, with wB97M-V/def2-TZVPD.

LUMO, eV: 1.39
Total charge: -1

Structure (XYZ):
```
58
Properties=species:S:1:pos:R:3:mulliken_charge:R:1
Zn -0.3508 0.2582 0.1862 1.30
C 3.5890 0.9028 -1.7960 0.46
F 3.4257 2.1402 -1.2196 -0.19
F 2.7774 0.9645 -2.7894 -0.23
F 4.8446 0.6202 -2.2328 -0.21
S 2.9434 -0.4746 -0.6142 0.84
O 1.6297 -0.0287 -0.1600 -0.53
O 2.7631 -1.6500 -1.5102 -0.92
O 3.9943 -0.6014 0.4084 -0.64
C 0.0387 -1.3361 4.4697 0.50
F 0.6096 -2.2386 5.2976 -0.22
F -1.2855 -1.3591 4.6854 -0.21
F 0.5418 -0.1305 4.6055 -0.20
S 0.2616 -1.8576 2.6700 1.15
O 1.6557 -2.2372 2.5403 -0.89
O -0.5912 -3.0307 2.5498 -0.69
O -0.1723 -0.6922 1.8505 -0.11
C -4.2396 -0.0776 -1.2028 0.63
F -3.1825 -0.3886 -1.9836 -0.22
F -5.0842 0.6144 -1.8697 -0.22
F -4.7728 -1.2276 -0.7949 -0.24
S -3.6155 0.9840 0.3259 1.09
O -4.4774 0.6653 1.4656 -0.71
O -2.2463 0.4728 0.5233 -0.81
O -3.6997 2.3661 -0.0613 -0.75
O -2.0183 -3.6647 -0.5397 -0.60
H -2.5575 -3.1420 0.0539 0.29
H -2.3251 -4.5627 -0.4147 0.26
O 2.7665 2.9335 1.4701 -0.54
H 3.4488 3.1340 2.1109 0.24
H 3.1065 3.2744 0.6429 0.22
O -1.3210 4.8270 -0.5075 -0.58
H -1.6267 4.9388 -1.4077 0.27
H -0.4292 4.4910 -0.5969 0.34
O -0.1287 -0.6243 -3.7314 -0.50
H 0.5084 -1.2268 -4.1153 0.18
H -0.1654 0.1093 -4.3452 0.25
O -3.6620 -2.4399 1.3065 -0.56
H -3.9003 -2.9384 2.0882 0.21
H -3.9344 -1.5432 1.5015 0.26
O 0.1455 1.9412 1.2932 -0.03
H -0.3374 2.6203 1.7642 0.21
H 1.0579 2.0732 1.5506 0.15
O 4.1195 -1.5117 2.9165 -0.68
H 3.2235 -1.6765 2.6230 0.57
H 4.1770 -1.9461 3.7675 0.26
O -0.7042 1.4272 -1.5117 -0.06
H -0.2789 2.2475 -1.7616 0.12
H -1.0498 1.0763 -2.3324 0.09
O 1.0982 -3.4108 -2.5402 -0.57
H 1.5807 -2.7248 -2.0788 0.46
H 1.1835 -3.1830 -3.4659 0.24
O 1.0721 3.9082 -1.7701 -0.68
H 1.7707 4.0916 -1.1420 0.26
H 1.5283 3.7460 -2.5958 0.26
O -0.4887 -1.3281 -0.9624 0.63
H -0.9269 -2.1440 -0.7203 0.05
H -0.2894 -1.4298 -1.8931 0.01
```

=====

Let's list total energy in order: -1107.20405, -351.31158, -394.98705, -5505.21530 a.u..